(1)
{"formula": "C43H27Cl5N3O2ReS2", "method": "ωB97M-V with the def2-TZVPD basis set", "spin_multiplicity": 2, "gap_ev": [6.328, 6.549], "fmax_ha_per_bohr": 0.0540, "e_lumo_ev": [1.292, 1.692], "homo_energy_ev": [-5.04, -4.86], "total_charge": -1, "species": ["Re", "O", "C", "C", "C", "C", "C", "C", "C", "C", "C", "O", "C", "C", "C", "C", "C", "C", "C", "C", "C", "C", "C", "C", "N", "C", "C", "C", "C", "C", "C", "C", "C", "C", "C", "C", "C", "H", "H", "H", "H", "H", "H", "H", "H", "H", "H", "H", "H", "H", "H", "H", "H", "H", "H", "H", "H", "H", "H", "H", "H", "H", "H", "H", "Cl", "C", "C", "C", "Cl", "C", "Cl", "C", "Cl", "C", "Cl", "S", "C", "S", "C", "C", "N", "C", "N"], "positions_angstrom": [[0.14, 0.51, 0.49], [-1.86, 0.32, 0.09], [-2.56, 1.16, -0.73], [-1.73, 1.72, -1.95], [-0.65, 0.86, -2.53], [-0.44, 0.93, -3.91], [0.60, 0.22, -4.47], [1.32, -0.63, -3.67], [1.01, -0.74, -2.31], [1.54, -1.96, -1.60], [1.86, -1.96, -0.07], [0.82, -1.42, 0.64], [3.21, -1.34, 0.31], [4.26, -1.11, -0.56], [5.48, -0.65, -0.07], [5.65, -0.40, 1.28], [4.60, -0.61, 2.15], [3.39, -1.08, 1.67], [2.05, -3.43, 0.36], [3.02, -4.23, -0.24], [3.24, -5.51, 0.23], [2.51, -6.01, 1.30], [1.56, -5.21, 1.90], [1.32, -3.93, 1.43], [0.10, 0.08, -1.76], [-3.09, 2.35, 0.09], [-3.53, 3.54, -0.47], [-4.00, 4.56, 0.33], [-4.04, 4.41, 1.71], [-3.59, 3.24, 2.28], [-3.12, 2.22, 1.47], [-3.70, 0.35, -1.37], [-4.99, 0.83, -1.52], [-5.92, 0.09, -2.23], [-5.58, -1.13, -2.77], [-4.31, -1.64, -2.57], [-3.37, -0.90, -1.87], [-2.43, 1.97, -2.75], [-1.27, 2.66, -1.62], [-1.08, 1.55, -4.52], [0.83, 0.31, -5.53], [2.11, -1.25, -4.07], [0.73, -2.70, -1.72], [2.40, -2.34, -2.15], [4.16, -1.27, -1.62], [6.29, -0.48, -0.76], [6.60, -0.05, 1.65], [4.71, -0.41, 3.20], [2.57, -1.25, 2.35], [3.63, -3.85, -1.04], [4.00, -6.13, -0.24], [2.71, -7.00, 1.67], [1.00, -5.58, 2.75], [0.58, -3.30, 1.90], [-3.50, 3.70, -1.54], [-4.33, 5.48, -0.11], [-4.43, 5.20, 2.33], [-3.60, 3.11, 3.35], [-2.74, 1.30, 1.91], [-5.27, 1.78, -1.10], [-6.92, 0.49, -2.36], [-6.31, -1.69, -3.34], [-4.04, -2.60, -2.98], [-2.38, -1.29, -1.70], [-1.66, -1.59, 2.17], [-0.76, -0.55, 3.21], [0.01, 0.47, 2.63], [0.72, 1.26, 3.54], [1.74, 2.53, 2.99], [0.65, 1.07, 4.92], [1.54, 2.08, 5.98], [-0.12, 0.04, 5.45], [-0.20, -0.21, 7.14], [-0.83, -0.78, 4.58], [-1.76, -2.07, 5.22], [2.39, 1.38, -0.05], [1.57, 2.83, -0.51], [0.04, 3.00, 0.28], [2.05, 3.68, -1.48], [1.30, 4.78, -1.92], [0.67, 5.66, -2.30], [3.25, 3.39, -2.14], [4.21, 3.14, -2.71]]}

***

(2)
{"formula": "C43H28Cl2FN8O4Zr", "method": "ωB97M-V with the def2-TZVPD basis set", "gap_ev": 6.922, "fmax_ha_per_bohr": 0.0549, "e_lumo_ev": 2.073, "homo_energy_ev": -4.85, "total_charge": -1, "species": ["Zr", "O", "C", "N", "C", "C", "C", "C", "C", "C", "N", "C", "O", "C", "C", "C", "C", "C", "N", "C", "C", "C", "C", "C", "N", "H", "H", "H", "H", "H", "H", "H", "H", "H", "H", "H", "H", "Cl", "C", "C", "C", "N", "C", "O", "C", "C", "C", "C", "C", "N", "C", "C", "C", "Cl", "N", "C", "O", "C", "C", "C", "C", "C", "N", "H", "H", "H", "H", "H", "H", "H", "H", "H", "H", "F", "C", "C", "C", "C", "C", "C", "C", "H", "H", "H", "H", "H", "H"], "positions_angstrom": [[-16.50, -6.10, 9.88], [-13.06, -8.98, 9.87], [-14.23, -8.67, 9.59], [-15.00, -7.82, 10.26], [-14.89, -7.71, 11.68], [-13.73, -7.82, 12.40], [-13.79, -7.82, 13.79], [-14.99, -7.59, 14.43], [-16.13, -7.41, 13.74], [-16.11, -7.51, 12.33], [-17.23, -7.34, 11.49], [-18.39, -7.97, 11.77], [-18.74, -8.66, 12.72], [-19.38, -7.64, 10.65], [-20.71, -8.11, 10.66], [-21.59, -7.78, 9.64], [-21.11, -6.97, 8.63], [-19.77, -6.57, 8.69], [-18.94, -6.89, 9.64], [-14.81, -9.30, 8.38], [-14.05, -9.22, 7.18], [-14.61, -9.70, 6.01], [-15.81, -10.37, 6.05], [-16.46, -10.45, 7.28], [-16.01, -9.95, 8.45], [-12.77, -7.81, 11.88], [-12.86, -7.86, 14.35], [-15.09, -7.59, 15.50], [-17.08, -7.22, 14.20], [-20.94, -8.66, 11.54], [-22.57, -8.19, 9.66], [-21.70, -6.65, 7.79], [-19.34, -6.02, 7.86], [-13.07, -8.82, 7.24], [-14.06, -9.63, 5.04], [-16.24, -10.78, 5.16], [-17.42, -10.95, 7.39], [-14.05, -4.27, 16.02], [-15.14, -4.29, 14.69], [-14.61, -4.43, 13.44], [-15.42, -4.58, 12.33], [-15.03, -4.86, 11.03], [-13.90, -4.24, 10.64], [-13.38, -3.28, 11.14], [-13.27, -4.90, 9.45], [-11.88, -4.85, 9.29], [-11.25, -5.42, 8.21], [-12.08, -6.03, 7.29], [-13.45, -6.08, 7.50], [-14.03, -5.57, 8.57], [-16.79, -4.55, 12.53], [-17.34, -4.40, 13.78], [-16.51, -4.26, 14.89], [-17.15, -4.38, 16.54], [-17.49, -4.70, 11.32], [-18.59, -4.00, 11.09], [-19.30, -3.37, 11.87], [-18.82, -3.80, 9.61], [-19.96, -3.18, 9.16], [-20.06, -2.85, 7.82], [-18.97, -3.13, 7.04], [-17.86, -3.77, 7.58], [-17.79, -4.15, 8.84], [-13.54, -4.44, 13.33], [-11.35, -4.33, 10.10], [-10.15, -5.39, 8.22], [-11.66, -6.56, 6.43], [-14.10, -6.66, 6.87], [-18.43, -4.33, 13.91], [-20.68, -2.95, 9.90], [-20.92, -2.28, 7.48], [-18.97, -2.96, 5.99], [-17.01, -3.92, 6.97], [-20.20, -6.79, 3.08], [-19.30, -6.82, 4.11], [-18.26, -5.92, 4.16], [-17.37, -5.93, 5.26], [-17.57, -6.76, 6.39], [-16.61, -6.76, 7.55], [-18.56, -7.74, 6.23], [-19.48, -7.76, 5.15], [-18.18, -5.22, 3.33], [-16.57, -5.20, 5.21], [-16.16, -7.74, 7.72], [-15.90, -5.93, 7.36], [-18.65, -8.47, 6.96], [-20.21, -8.56, 5.06]]}